{
  "formula": "C39H49BiN5O7",
  "method": "the ωB97M-V functional and the def2-TZVPD basis",
  "elements": ["Bi", "O", "C", "C", "N", "C", "C", "O", "O", "C", "C", "O", "O", "H", "H", "H", "H", "H", "H", "H", "H", "H", "C", "C", "C", "C", "C", "C", "C", "C", "C", "C", "C", "C", "N", "C", "O", "C", "C", "C", "C", "C", "N", "C", "O", "N", "C", "C", "C", "C", "C", "C", "C", "C", "C", "C", "C", "C", "H", "H", "H", "H", "H", "H", "H", "H", "H", "H", "H", "H", "H", "H", "H", "H", "H", "H", "H", "H", "H", "H", "H", "H", "H", "H", "H", "H", "H", "H", "H", "H", "H", "H", "H", "H", "H", "C", "C", "N", "H", "H", "H"],
  "coordinates": [[-0.9511, -0.6934, -1.0769], [-0.4094, -0.6417, 1.0554], [-0.7314, -1.7955, 1.7843], [-0.3932, -3.0710, 1.0094], [-1.0707, -3.0841, -0.2855], [-2.4886, -3.4191, -0.1863], [-3.3665, -2.2146, 0.1493], [-4.4043, -2.3818, 0.7592], [-2.9501, -1.0653, -0.2983], [-0.3924, -3.8397, -1.3386], [-0.9669, -3.5069, -2.7415], [-0.8618, -4.3826, -3.5963], [-1.4693, -2.3398, -2.8738], [1.4479, -0.0686, 0.8303], [-1.7941, -1.8041, 2.0623], [-0.1560, -1.8147, 2.7198], [-0.6596, -3.9541, 1.6068], [0.6815, -3.0874, 0.8238], [-2.6733, -4.2047, 0.5512], [-2.8344, -3.7695, -1.1596], [-0.4523, -4.9214, -1.1867], [0.6599, -3.5448, -1.3549], [-3.1533, 1.7771, 2.5231], [-2.8526, 2.5510, 1.2376], [-2.8813, 4.0656, 1.4629], [-3.8011, 2.1523, 0.1227], [-5.1694, 2.3150, 0.2962], [-6.0659, 1.9335, -0.6881], [-5.5922, 1.3725, -1.8610], [-4.2303, 1.1918, -2.0703], [-3.7497, 0.5860, -3.3731], [-4.4565, -0.7350, -3.6907], [-3.9073, 1.5892, -4.5192], [-3.3369, 1.5977, -1.0758], [-1.9315, 1.4143, -1.2478], [-1.2653, 2.5165, -1.6117], [-1.7820, 3.5725, -1.9879], [0.2615, 2.5116, -1.5717], [0.8738, 3.6192, -2.1574], [2.2435, 3.7508, -2.0835], [2.9615, 2.7823, -1.4036], [2.2813, 1.7050, -0.8544], [0.9543, 1.5582, -0.9471], [3.1326, 0.7759, -0.0105], [4.3536, 0.8781, -0.0578], [2.4805, -0.0340, 0.8384], [3.1229, -0.5868, 1.9915], [3.0093, 0.1232, 3.1929], [3.5521, -0.4282, 4.3486], [4.2001, -1.6501, 4.3150], [4.3206, -2.3315, 3.1152], [3.7903, -1.8159, 1.9378], [3.9768, -2.5584, 0.6326], [5.3474, -2.2234, 0.0259], [3.8261, -4.0735, 0.7752], [2.3494, 1.4890, 3.2564], [1.1588, 1.5039, 4.2177], [3.3813, 2.5588, 3.6302], [-2.4678, 2.0802, 3.3195], [-4.1745, 1.9547, 2.8677], [-3.0336, 0.7058, 2.3507], [-1.8414, 2.2741, 0.9395], [-3.8651, 4.3885, 1.8142], [-2.1396, 4.3582, 2.2115], [-2.6619, 4.5866, 0.5296], [-5.5436, 2.7397, 1.2213], [-7.1309, 2.0619, -0.5348], [-6.2937, 1.0573, -2.6257], [-2.6837, 0.3716, -3.2824], [-5.4857, -0.5634, -4.0163], [-3.9243, -1.2702, -4.4782], [-4.4772, -1.3776, -2.8100], [-4.9642, 1.8080, -4.6917], [-3.4000, 2.5267, -4.2832], [-3.4858, 1.1835, -5.4429], [0.2383, 4.3482, -2.6369], [2.7462, 4.6033, -2.5231], [4.0314, 2.8366, -1.2693], [3.4650, 0.1076, 5.2867], [4.6130, -2.0717, 5.2235], [4.8335, -3.2852, 3.0942], [3.2175, -2.2007, -0.0615], [6.1465, -2.5843, 0.6794], [5.4555, -2.7075, -0.9488], [5.4604, -1.1475, -0.0981], [4.6900, -4.5145, 1.2775], [2.9314, -4.3426, 1.3397], [3.7526, -4.5321, -0.2129], [1.9678, 1.7344, 2.2661], [1.4662, 1.2409, 5.2322], [0.7091, 2.4986, 4.2447], [0.3933, 0.7957, 3.8961], [3.7445, 2.4132, 4.6503], [4.2378, 2.5171, 2.9549], [2.9353, 3.5536, 3.5647], [3.5418, -0.5268, -4.1906], [2.6221, -0.9435, -3.1419], [1.8912, -1.2671, -2.3195], [3.4568, 0.5481, -4.3418], [3.2964, -1.0425, -5.1170], [4.5630, -0.7659, -3.8995]],
  "forces_ev_per_a": [[-0.063, -0.117, 0.345], [0.253, -0.060, -0.308], [0.069, 0.069, -0.049], [-0.041, 0.087, 0.138], [0.070, -0.003, -0.114], [-0.006, 0.082, 0.019], [-0.085, -0.060, 0.028], [0.052, 0.037, -0.071], [0.113, 0.032, -0.113], [-0.102, -0.005, -0.101], [0.036, -0.056, -0.054], [0.018, 0.107, 0.023], [0.014, -0.035, 0.145], [0.211, 0.030, 0.045], [0.002, 0.021, 0.027], [-0.006, 0.006, 0.016], [0.039, -0.039, -0.033], [0.091, 0.002, -0.013], [0.024, -0.009, 0.016], [0.005, -0.035, 0.005], [-0.001, -0.006, 0.030], [0.035, -0.042, 0.053], [0.035, -0.019, -0.056], [-0.030, 0.028, 0.045], [0.022, -0.066, -0.039], [0.020, -0.078, 0.032], [-0.012, 0.001, -0.025], [-0.004, 0.012, 0.006], [-0.020, -0.026, 0.005], [0.057, 0.059, -0.041], [-0.088, -0.037, -0.015], [0.077, 0.026, 0.068], [0.090, 0.003, 0.004], [-0.092, 0.056, -0.047], [0.204, 0.209, 0.211], [-0.273, -0.097, -0.290], [0.028, 0.081, 0.146], [0.006, 0.024, -0.044], [0.025, 0.012, -0.085], [-0.034, -0.047, 0.003], [0.047, -0.085, -0.065], [0.061, 0.136, -0.072], [-0.056, 0.016, 0.197], [0.032, 0.079, -0.008], [-0.105, -0.033, 0.042], [-0.447, -0.166, -0.072], [-0.066, -0.088, 0.165], [-0.058, 0.075, -0.016], [0.028, -0.016, 0.001], [-0.009, 0.012, -0.018], [0.043, 0.018, 0.022], [-0.036, -0.003, -0.094], [0.139, 0.015, -0.063], [-0.071, 0.014, -0.003], [-0.083, 0.020, -0.033], [-0.015, 0.004, 0.085], [0.004, -0.036, -0.082], [-0.034, -0.046, -0.058], [0.002, -0.012, -0.006], [0.004, 0.007, 0.016], [-0.033, 0.010, 0.022], [0.008, 0.000, -0.037], [0.008, 0.012, 0.003], [-0.022, 0.000, 0.006], [-0.008, 0.028, 0.018], [0.011, -0.002, 0.002], [0.008, -0.004, -0.004], [0.012, 0.010, 0.010], [0.007, -0.006, 0.041], [-0.001, -0.008, 0.003], [-0.030, 0.014, -0.031], [0.009, -0.020, -0.008], [-0.002, 0.005, 0.000], [-0.007, -0.014, -0.003], [-0.031, 0.006, -0.008], [-0.014, -0.004, 0.020], [-0.010, 0.005, -0.006], [0.009, -0.012, 0.006], [0.005, 0.002, -0.012], [0.000, 0.000, -0.011], [-0.002, 0.013, -0.004], [-0.142, 0.013, -0.035], [0.004, -0.020, -0.008], [0.019, -0.015, 0.023], [0.009, -0.017, -0.004], [-0.015, -0.010, 0.011], [-0.012, 0.005, -0.009], [0.024, -0.006, 0.012], [-0.004, -0.012, -0.006], [-0.007, 0.020, 0.014], [-0.003, -0.009, 0.013], [-0.002, 0.002, -0.001], [0.007, 0.010, -0.001], [-0.001, 0.026, 0.013], [0.010, -0.005, 0.029], [0.001, 0.018, 0.005], [-0.044, -0.014, 0.032], [0.125, -0.086, 0.039], [-0.001, 0.004, 0.006], [0.001, 0.002, 0.000], [-0.002, 0.004, 0.008]],
  "mulliken_charge": [2.26, -0.42, -1.00, -0.25, 0.31, -0.81, 0.31, -0.73, -0.37, -0.37, 0.31, -0.79, -0.60, -0.93, 0.29, 0.55, 0.41, -0.38, 0.21, 0.46, 0.36, 0.00, -1.36, 1.64, -1.74, 0.61, -0.41, -1.68, -0.33, 0.98, 1.27, -1.60, -1.69, -0.49, 0.86, -0.22, -0.78, -0.11, -0.83, -0.76, -0.97, 0.16, 0.52, 0.18, -0.78, 2.84, -1.12, 0.97, -0.22, -1.63, -0.57, 0.51, 2.04, -1.64, -1.84, 1.15, -1.40, -1.72, 0.37, 0.34, 0.17, -0.72, 0.32, 0.43, 0.40, 0.33, 0.33, 0.34, -0.16, 0.43, 0.41, 0.17, 0.31, 0.37, 0.45, 0.59, 0.42, 0.55, 0.38, 0.36, 0.33, -0.74, 0.34, 0.41, 0.32, 0.47, 0.38, 0.43, -0.27, 0.29, 0.45, 0.26, 0.31, 0.39, 0.45, -1.37, 0.48, -0.22, 0.31, 0.39, 0.32],
  "lumo_ev": 2.2,
  "gap_ha": 0.282,
  "e_homo_ev": -5.49,
  "total_charge": -1
}

***

{
  "formula": "C18H17Cl2NO4",
  "method": "the ωB97M-V functional and the def2-TZVPD basis",
  "elements": ["C", "C", "C", "H", "H", "O", "C", "O", "C", "C", "C", "C", "C", "C", "H", "H", "N", "C", "O", "C", "C", "C", "C", "C", "C", "O", "C", "H", "H", "H", "Cl", "H", "H", "Cl", "H", "H", "H", "H", "H", "H", "H", "H"],
  "coordinates": [[-7.3684, -2.1664, 1.6854], [-7.7502, -0.7704, 1.2087], [-7.1869, -0.4706, -0.1748], [-7.5556, 0.4877, -0.5567], [-7.4633, -1.2589, -0.8846], [-5.7635, -0.4159, -0.1009], [-5.1373, 0.4378, -0.9188], [-5.7084, 1.1439, -1.7162], [-3.6678, 0.4212, -0.7320], [-2.8899, 1.2537, -1.5353], [-1.5202, 1.2725, -1.3954], [-0.8983, 0.4580, -0.4472], [-1.6727, -0.3758, 0.3573], [-3.0452, -0.3903, 0.2126], [-3.6443, -1.0346, 0.8359], [-1.1941, -1.0038, 1.0896], [0.4921, 0.5245, -0.3502], [1.3203, -0.1362, 0.5012], [0.9865, -0.9402, 1.3393], [2.7667, 0.2482, 0.3019], [3.2361, 1.5156, 0.6302], [4.5823, 1.8257, 0.5232], [5.4684, 0.8650, 0.0730], [5.0128, -0.3982, -0.2703], [3.6578, -0.7244, -0.1585], [3.1806, -1.9363, -0.5666], [3.2576, -2.9752, 0.4029], [4.2838, -3.1182, 0.7519], [2.6045, -2.7528, 1.2508], [2.9133, -3.8731, -0.1048], [6.1217, -1.5766, -0.8615], [6.5183, 1.0937, -0.0175], [4.9314, 2.8101, 0.7896], [2.1273, 2.7149, 1.2009], [0.9288, 1.1718, -0.9938], [-0.9203, 1.9203, -2.0192], [-3.3836, 1.8788, -2.2635], [-8.8363, -0.6745, 1.1624], [-7.3709, -0.0252, 1.9102], [-7.7771, -2.9219, 1.0182], [-7.7533, -2.3447, 2.6864], [-6.2872, -2.2721, 1.7046]],
  "forces_ev_per_a": [[-0.089, 0.230, 0.040], [0.361, -0.190, -0.286], [-0.679, 0.320, 0.005], [0.057, -0.233, 0.047], [0.035, 0.100, 0.034], [0.197, -0.190, 0.267], [-0.136, 0.243, -0.286], [0.091, -0.098, 0.074], [0.225, -0.022, 0.052], [-0.149, -0.116, 0.103], [0.060, -0.057, 0.076], [-0.411, -0.079, 0.084], [0.195, -0.105, 0.139], [-0.161, 0.210, -0.250], [-0.025, -0.058, 0.056], [0.003, -0.001, 0.004], [-0.001, 0.116, -0.387], [0.336, 0.209, -0.240], [-0.100, -0.143, 0.143], [0.077, -0.100, 0.121], [0.135, -0.271, -0.103], [-0.083, 0.016, -0.002], [-0.143, -0.099, 0.008], [-0.285, -0.022, 0.040], [0.104, 0.061, -0.008], [0.085, 0.560, -0.125], [-0.037, -0.273, 0.327], [-0.027, 0.009, -0.075], [0.047, -0.008, -0.093], [0.043, -0.012, 0.060], [0.105, -0.109, -0.064], [0.096, 0.000, -0.025], [0.015, 0.091, 0.034], [0.005, 0.212, 0.120], [0.023, -0.158, 0.181], [0.056, 0.070, -0.070], [-0.024, 0.050, -0.057], [-0.010, 0.079, -0.010], [-0.083, 0.091, -0.013], [-0.022, -0.127, -0.049], [0.006, -0.107, 0.089], [0.109, -0.088, 0.040]],
  "mulliken_charge": [-1.02, -0.38, -0.53, 0.35, 0.27, -0.17, 0.56, -0.64, 0.10, -1.05, -0.44, 0.97, -0.49, -0.79, 0.47, 0.55, -0.06, 0.58, -0.64, -0.28, 0.56, -0.55, -0.51, 0.61, -0.05, -0.55, -0.70, 0.31, 0.24, 0.27, -0.19, 0.43, 0.44, -0.19, 0.25, 0.35, 0.45, 0.32, 0.27, 0.30, 0.33, 0.23],
  "smiles": "CCCOC(=O)c1ccc(NC(=O)c2c(Cl)ccc(Cl)c2OC)cc1",
  "lumo_ev": 0.3,
  "gap_ha": 0.337,
  "e_homo_ev": -8.85
}

***

{
  "formula": "C4H12",
  "method": "the ωB97M-V functional and the def2-TZVPD basis",
  "elements": ["C", "C", "H", "H", "H", "H", "H", "H", "C", "C", "H", "H", "H", "H", "H", "H"],
  "coordinates": [[1.8055, 1.5160, -0.6633], [0.2701, 1.7580, -0.8079], [2.2655, 1.3704, -1.7583], [2.1714, 2.5759, -0.6076], [2.1962, 0.8980, 0.1129], [0.0105, 2.7057, -0.2245], [-0.4347, 1.1585, -0.2303], [-0.0096, 1.8718, -1.8366], [-0.3433, -1.9734, 0.9942], [-1.6898, -1.4116, 0.4649], [0.5725, -2.1052, 0.4264], [-0.2078, -1.1808, 1.8121], [-0.5878, -2.9867, 1.3814], [-1.6733, -0.2904, 0.4022], [-1.9549, -1.8199, -0.4843], [-2.6028, -1.5316, 1.0789]],
  "forces_ev_per_a": [[0.088, 2.687, -3.857], [-0.024, 1.302, 2.447], [-0.931, -0.846, 2.464], [0.201, -0.970, 0.860], [0.140, -0.469, 0.263], [0.544, -0.560, -1.224], [0.434, -1.038, -0.659], [-0.371, -0.027, -0.330], [-1.875, 0.792, 2.460], [0.001, 1.374, -0.540], [-0.396, 0.630, -0.733], [0.771, -1.822, -0.506], [0.462, 0.709, 0.331], [0.273, -1.004, -0.408], [-0.208, -0.096, -0.922], [0.890, -0.664, 0.355]],
  "mulliken_charge": [-0.81, -0.26, 0.22, 0.26, 0.34, 0.24, -0.22, 0.30, -0.69, -0.79, 0.30, 0.18, 0.27, 0.07, 0.29, 0.30],
  "smiles": "CC.CC",
  "lumo_ev": 1.1,
  "gap_ha": 0.440,
  "e_homo_ev": -10.85
}

***

{
  "formula": "C4H8O2",
  "method": "the ωB97M-V functional and the def2-TZVPD basis",
  "elements": ["C", "C", "C", "O", "C", "O", "H", "H", "H", "H", "H", "H", "H", "H"],
  "coordinates": [[-2.1074, 0.0439, -0.1936], [-0.7915, 0.6023, 0.3389], [0.3810, -0.1700, -0.2113], [1.5752, 0.4228, 0.3242], [2.6748, -0.3081, 0.1896], [2.7171, -1.4456, -0.2108], [-2.2366, -1.0081, 0.0867], [-2.9525, 0.6055, 0.2092], [-2.1505, 0.1031, -1.2870], [-0.7545, 0.5400, 1.4320], [-0.6733, 1.6576, 0.0709], [0.3374, -1.2249, 0.0672], [0.4348, -0.1078, -1.3048], [3.5462, 0.2894, 0.4887]],
  "forces_ev_per_a": [[-0.052, 0.009, 0.011], [-0.010, -0.005, -0.003], [-0.195, -0.080, -0.054], [0.025, 0.090, -0.110], [0.260, -0.622, -0.196], [0.086, 0.661, 0.160], [0.030, 0.164, -0.024], [0.028, -0.072, -0.066], [0.001, 0.013, 0.147], [-0.081, 0.039, -0.106], [-0.090, -0.095, 0.037], [0.020, 0.078, -0.009], [-0.029, -0.045, 0.133], [0.009, -0.135, 0.078]],
  "mulliken_charge": [-1.19, -0.19, -0.53, -0.24, 0.11, -0.50, 0.33, 0.34, 0.32, 0.26, 0.29, 0.34, 0.29, 0.36],
  "smiles": "CCCOC=O",
  "lumo_ev": 1.0,
  "gap_ha": 0.429,
  "e_homo_ev": -10.69
}